Entry 1:
The following is a quantum chemistry calculation of C12H10As6F36HgN2O4 as an isolated structure, from the Open Molecules 2025 dataset.

```
! RIJCOSX wB97M-V def2-TZVPD def2/J DEFGRID3
* xyz -4 1
Hg 0.426 1.276 -0.367
As -0.510 0.229 3.653
F -2.005 1.128 3.643
F -0.976 -0.598 5.157
F 1.017 -0.642 3.758
F 0.047 0.963 2.136
F 0.186 1.635 4.527
F -1.219 -1.089 2.729
As 3.900 -0.866 -1.788
F 3.574 -0.198 -3.383
F 2.485 0.052 -1.093
F 4.288 -1.515 -0.206
F 5.239 -1.813 -2.506
F 4.986 0.415 -1.502
F 2.788 -2.180 -2.083
As 3.734 2.194 2.095
F 5.192 2.469 3.064
F 3.822 3.812 1.514
F 2.255 2.012 1.095
F 3.682 0.524 2.725
F 2.817 2.827 3.479
F 4.646 1.527 0.762
As -0.398 4.885 1.051
F -0.025 4.341 2.699
F -2.070 4.483 1.295
F -0.595 5.368 -0.638
F 1.302 5.198 0.887
F -0.108 3.163 0.529
F -0.676 6.520 1.564
As -0.675 0.296 -4.074
F -0.816 -1.435 -3.808
F 0.067 0.464 -2.473
F -0.334 1.990 -4.328
F -1.363 0.157 -5.735
F -2.213 0.527 -3.251
F 0.907 0.027 -4.790
As 2.711 3.762 -2.737
F 3.515 4.660 -4.010
F 1.181 4.433 -3.222
F 1.776 2.722 -1.522
F 4.249 3.080 -2.262
F 2.935 4.981 -1.487
F 2.528 2.438 -3.865
C -0.916 -5.878 1.048
C -0.346 -5.064 2.012
C 0.092 -3.739 1.869
C -0.143 -3.230 0.591
C -0.803 -3.983 -0.408
C -1.102 -5.312 -0.212
N 0.416 -1.933 0.232
O -0.137 -1.377 -0.711
O 1.336 -1.524 0.884
H -1.083 -6.937 1.192
H -0.287 -5.606 2.953
H 0.390 -3.205 2.758
H -1.041 -3.537 -1.363
H -1.545 -5.929 -0.984
C -5.021 -2.907 0.008
C -3.971 -2.534 -0.840
C -3.273 -1.345 -0.696
C -3.613 -0.530 0.397
C -4.733 -0.788 1.179
C -5.401 -1.961 0.971
N -2.861 0.716 0.570
O -3.348 1.677 1.096
O -1.739 0.780 0.065
H -5.730 -3.672 -0.276
H -3.819 -3.061 -1.774
H -2.502 -1.075 -1.406
H -4.866 -0.069 1.977
H -6.225 -2.197 1.635
*
```

**HOMO-LUMO gap**: 8.6 eV
**Energy above the lowest of the compared OMol25 structures with the same formula, charge and spin**: 0.0 kcal/mol
**HOMO energy**: -2.14 eV
**F_max**: 3.0 eV Å⁻¹
**DFT total energy**: -18037.47452 Ha



Entry 2:
The following is a quantum chemistry calculation of C12H10BBr2F4MnN2O4 as an isolated structure, from the Open Molecules 2025 dataset.

```
! RIJCOSX wB97M-V def2-TZVPD def2/J DEFGRID3
* xyz -1 6
Mn 0.682 1.243 0.193
Br 1.177 2.538 -1.961
Br 2.078 2.221 2.024
B -0.472 -1.071 0.263
F -1.659 -0.961 0.930
F -0.139 -2.315 -0.139
F -0.398 -0.215 -0.779
F 0.498 -0.524 1.103
C 4.229 -4.787 -2.407
C 5.030 -3.805 -2.981
C 4.912 -2.484 -2.507
C 3.949 -2.181 -1.607
C 3.137 -3.256 -1.097
C 3.275 -4.537 -1.462
N 3.795 -0.745 -1.091
O 2.824 -0.429 -0.342
O 4.692 0.017 -1.366
H 4.162 -5.731 -2.928
H 5.798 -4.035 -3.705
H 5.669 -1.799 -2.858
H 2.438 -2.941 -0.336
H 2.683 -5.298 -0.976
C -5.815 2.692 2.663
C -5.656 3.786 1.811
C -4.410 4.060 1.244
C -3.360 3.075 1.278
C -3.587 1.923 2.150
C -4.808 1.738 2.839
N -2.107 3.189 0.473
O -1.194 2.369 0.528
O -2.049 4.183 -0.211
H -6.798 2.447 3.037
H -6.389 4.575 1.731
H -4.316 5.002 0.724
H -2.846 1.147 2.268
H -5.025 0.906 3.494
*
```

**HOMO-LUMO gap (alpha / beta)**: 6.0 / 6.3 eV
**Energy above the lowest of the compared OMol25 structures with the same formula, charge and spin**: 45.4 kcal/mol
**⟨S²⟩**: 8.754
**HOMO energy (alpha / beta)**: -4.74 / -5.11 eV
**F_max**: 4.4 eV Å⁻¹
**DFT total energy**: -7597.31496 Ha



Entry 3:
The following is a quantum chemistry calculation of C12H10BaCl5F6NO5S2Se2 as an isolated structure, from the Open Molecules 2025 dataset.

```
! RIJCOSX wB97M-V def2-TZVPD def2/J DEFGRID3
* xyz 0 1
Ba -0.513 -0.343 -0.303
Cl 5.791 0.092 4.940
C 4.434 0.242 3.889
C 3.208 0.687 4.379
Cl 3.043 1.093 6.041
C 2.113 0.807 3.532
Cl 0.582 1.358 4.109
C 2.193 0.486 2.162
O 1.199 0.598 1.353
C 3.455 0.043 1.700
Cl 3.553 -0.335 0.021
C 4.552 -0.080 2.536
Cl 6.055 -0.626 1.909
C 1.604 3.411 -0.090
Se 1.265 2.462 -1.759
C -0.183 3.582 -2.462
C -1.320 3.954 -1.529
Se -2.309 2.542 -0.592
C -3.046 1.629 -2.138
H 1.718 4.472 -0.297
H 2.535 3.002 0.292
H 0.810 3.209 0.623
H -0.536 3.051 -3.346
H 0.281 4.507 -2.808
H -2.071 4.512 -2.089
H -0.975 4.599 -0.721
H -3.748 2.277 -2.658
H -3.575 0.741 -1.794
H -2.258 1.326 -2.828
F -4.561 -3.531 1.387
C -3.272 -3.774 1.182
F -2.595 -3.545 2.299
F -3.114 -5.036 0.815
S -2.701 -2.640 -0.152
O -3.399 -2.935 -1.362
O -2.931 -1.335 0.437
N -1.117 -3.054 -0.223
S -0.361 -3.025 -1.683
O 1.045 -3.085 -1.431
O -0.775 -1.931 -2.537
C -0.926 -4.572 -2.542
F -1.592 -4.251 -3.640
F 0.144 -5.288 -2.874
F -1.702 -5.296 -1.749
*
```

**HOMO-LUMO gap**: 7.6 eV
**Energy above the lowest of the compared OMol25 structures with the same formula, charge and spin**: 4.7 kcal/mol
**HOMO energy**: -7.78 eV
**F_max**: 2.8 eV Å⁻¹
**DFT total energy**: -9419.19214 Ha



Entry 4:
The following is a quantum chemistry calculation of C12H10BrCl3MoO2 as an isolated structure, from the Open Molecules 2025 dataset.

```
! RIJCOSX wB97M-V def2-TZVPD def2/J DEFGRID3
* xyz 0 3
C 0.686 -0.641 -2.471
C 1.653 -0.014 -1.615
C 1.704 -0.730 -0.395
H 2.310 0.809 -1.880
C 0.748 -1.801 -0.443
C 0.162 -1.794 -1.782
H -0.408 -2.598 -2.234
H 0.452 -0.341 -3.486
H 2.422 -0.568 0.401
H 0.545 -2.557 0.312
Mo -1.057 -0.174 -0.688
Br -0.425 2.227 -0.899
C -2.939 -0.521 0.433
C -2.774 -1.584 -0.536
C -2.705 -0.978 -1.853
H -2.726 -2.648 -0.305
C -2.918 0.446 -1.702
C -3.021 0.731 -0.290
H -3.189 1.701 0.150
H -3.008 -0.645 1.511
H -2.623 -1.501 -2.802
H -3.050 1.152 -2.519
Cl 3.092 3.705 3.142
C 3.342 2.033 3.626
Cl 4.918 1.407 3.149
Cl 3.085 1.819 5.370
C 2.076 1.140 2.751
O 2.545 1.030 1.622
O 1.102 0.894 3.433
*
```

**HOMO-LUMO gap (alpha / beta)**: 4.5 / 4.4 eV
**⟨S²⟩**: 2.045
**HOMO energy (alpha / beta)**: -7.12 / -7.11 eV
**F_max**: 7.0 eV Å⁻¹
**DFT total energy**: -4636.43102 Ha



Entry 5:
The following is a quantum chemistry calculation of one molecule with the formula C12H10BrI, from the Open Molecules 2025 dataset.

```
! RIJCOSX wB97M-V def2-TZVPD def2/J DEFGRID3
* xyz 0 1
Br 2.178 -0.878 1.647
C 3.060 -0.639 0.074
I 4.429 1.172 -0.316
C 3.080 -1.430 -0.987
C 2.069 -2.491 -1.301
C 0.830 -2.697 -0.810
C -0.083 -1.743 -0.142
C -0.731 -0.715 -0.706
C -1.397 0.404 0.023
C -0.924 1.693 -0.453
C -1.392 2.832 0.185
C -2.212 2.745 1.299
C -2.626 1.548 1.773
C -2.307 0.377 1.118
H 3.776 -1.225 -1.748
H 2.436 -3.279 -1.980
H 0.224 -3.441 -1.305
H -0.321 -2.057 0.893
H -0.338 -0.409 -1.720
H -0.190 1.754 -1.230
H -1.006 3.820 -0.255
H -2.619 3.670 1.698
H -3.284 1.473 2.710
H -2.652 -0.484 1.533
*
```

**SMILES**: Br\C(I)=C/C=C\C=C\c1ccccc1
**HOMO-LUMO gap**: 8.1 eV
**Energy above the lowest of the compared OMol25 structures with the same formula, charge and spin**: 36.5 kcal/mol
**HOMO energy**: -8.55 eV
**F_max**: 3.6 eV Å⁻¹
**DFT total energy**: -3334.85370 Ha



Entry 6:
The following is a quantum chemistry calculation of one molecule with the formula C12H10BrN3, from the Open Molecules 2025 dataset.

```
! RIJCOSX wB97M-V def2-TZVPD def2/J DEFGRID3
* xyz 0 1
N -3.241 2.969 2.235
C -3.235 1.833 1.624
N -4.263 1.061 1.735
C -4.126 -0.122 1.256
C -2.885 -0.581 0.768
Br -2.573 -2.464 0.830
C -1.821 0.269 0.585
C -0.531 -0.256 0.187
C 0.565 0.403 -0.396
C 1.747 -0.280 -0.953
C 2.592 0.424 -1.871
C 3.778 -0.117 -2.364
C 4.180 -1.374 -1.935
C 3.532 -2.011 -0.856
C 2.334 -1.463 -0.454
N -2.047 1.429 1.084
H -2.377 3.157 2.689
H -4.071 3.022 2.837
H -4.956 -0.773 1.289
H -0.267 -1.350 0.427
H 0.477 1.393 -0.650
H 2.247 1.340 -2.278
H 4.316 0.423 -3.195
H 5.087 -1.910 -2.377
H 3.790 -3.020 -0.550
H 1.749 -2.004 0.331
*
```

**SMILES**: Nc1ncc(Br)c(/C=C/c2ccccc2)n1
**HOMO-LUMO gap**: 8.0 eV
**Energy above the lowest of the compared OMol25 structures with the same formula, charge and spin**: 36.2 kcal/mol
**HOMO energy**: -8.27 eV
**F_max**: 5.5 eV Å⁻¹
**DFT total energy**: -3201.50449 Ha



Entry 7:
The following is a quantum chemistry calculation of C12H10ClN2OOsS2 as an isolated structure, from the Open Molecules 2025 dataset.

```
! RIJCOSX wB97M-V def2-TZVPD def2/J DEFGRID3
* xyz 1 1
Os -0.259 -0.407 0.816
S 1.919 0.123 0.941
C 1.286 1.788 1.059
C 1.938 2.993 1.155
C 1.147 4.136 1.237
C -0.236 4.039 1.217
C -0.817 2.785 1.115
N -0.059 1.695 1.035
H 3.017 3.040 1.167
H 1.617 5.107 1.324
H -0.861 4.917 1.279
H -1.888 2.641 1.081
O -4.202 0.410 0.079
S -3.566 -0.065 1.288
N -2.112 -0.443 1.133
Cl 0.842 -1.958 -4.598
C 0.528 -2.125 -2.928
C -0.772 -2.023 -2.467
C -1.004 -2.156 -1.108
C 0.066 -2.356 -0.191
C -0.209 -2.496 1.215
C 1.396 -2.456 -0.726
C 1.619 -2.364 -2.063
H -1.585 -1.861 -3.160
H -2.016 -2.146 -0.729
H 0.573 -2.860 1.871
H -1.192 -2.869 1.479
H 2.217 -2.633 -0.042
H 2.611 -2.455 -2.480
*
```

**HOMO-LUMO gap**: 7.0 eV
**Energy above the lowest of the compared OMol25 structures with the same formula, charge and spin**: 0.0 kcal/mol
**HOMO energy**: -12.25 eV
**F_max**: 0.6 eV Å⁻¹
**DFT total energy**: -1994.97636 Ha



Entry 8:
The following is a quantum chemistry calculation of C12H10ClN3O4S3 as an isolated structure, from the Open Molecules 2025 dataset.

```
! RIJCOSX wB97M-V def2-TZVPD def2/J DEFGRID3
* xyz 0 1
O 0.671 2.481 -2.482
O 1.142 -2.295 0.036
O 0.911 -1.846 2.449
S 5.195 4.017 -2.760
Cl -5.625 -0.802 0.051
O 3.761 0.499 0.430
S -0.588 1.346 0.058
C 1.731 2.431 -1.928
C 4.031 3.118 -1.994
C 3.341 1.419 -0.473
C 2.033 1.458 -0.904
C -3.073 0.089 0.215
C -2.063 -2.313 1.191
C -3.923 -0.978 0.505
C -1.698 -0.052 0.424
C -3.430 -2.170 1.080
C -1.201 -1.261 0.904
N 2.721 3.285 -2.373
N 4.330 2.243 -0.998
N 1.212 0.091 0.898
C -4.315 -3.340 1.482
C 0.946 0.506 -0.451
S 0.564 -1.486 1.088
H 2.928 0.101 0.807
H -3.482 0.970 -0.235
H -1.647 -3.248 1.565
H 2.444 3.914 -3.123
H 5.259 2.257 -0.609
H 0.705 0.720 1.514
H -4.099 -4.265 0.958
H -4.195 -3.515 2.560
H -5.375 -3.112 1.315
H 0.789 -0.259 -1.202
*
```

**HOMO-LUMO gap**: 8.7 eV
**Energy above the lowest of the compared OMol25 structures with the same formula, charge and spin**: 0.0 kcal/mol
**HOMO energy**: -8.89 eV
**F_max**: 4.4 eV Å⁻¹
**DFT total energy**: -2583.26459 Ha



Entry 9:
The following is a quantum chemistry calculation of C12H10ClNO as an isolated structure, from the Open Molecules 2025 dataset.

```
! RIJCOSX wB97M-V def2-TZVPD def2/J DEFGRID3
* xyz 0 3
C 3.329 -0.908 0.254
C 2.754 -0.588 -0.962
C 2.754 -0.351 1.391
C -3.597 -0.629 -0.805
C 1.671 0.238 -1.070
C 1.610 0.401 1.338
C -2.424 0.108 -1.077
C -3.832 -1.035 0.501
C -1.940 0.002 1.258
C 1.061 0.720 0.092
C -1.696 0.449 0.028
C -0.139 1.602 -0.097
N -3.055 -0.787 1.508
O -0.386 2.133 -1.367
Cl -0.278 2.749 1.148
H 4.281 -1.522 0.453
H 3.234 -0.968 -1.938
H 3.246 -0.733 2.298
H -4.212 -0.825 -1.609
H 1.160 0.631 -1.868
H 1.090 0.735 2.235
H -2.222 0.449 -2.040
H -4.640 -1.617 0.697
H -1.374 0.228 2.177
H 0.483 2.445 -1.711
*
```

**HOMO-LUMO gap (alpha / beta)**: 5.9 / 6.2 eV
**⟨S²⟩**: 2.023
**HOMO energy (alpha / beta)**: -5.26 / -9.13 eV
**F_max**: 5.0 eV Å⁻¹
**DFT total energy**: -1053.22258 Ha



Entry 10:
The following is a quantum chemistry calculation of a 2-piece molecular cluster, C12H10F2 overall, from the Open Molecules 2025 dataset.

```
! RIJCOSX wB97M-V def2-TZVPD def2/J DEFGRID3
* xyz 0 1
F 0.780 0.720 -1.341
C 0.323 0.336 -2.515
C 0.889 -0.720 -3.238
C 0.302 -1.297 -4.364
C -0.935 -0.790 -4.787
C -1.602 0.250 -4.085
C -0.955 0.758 -2.910
H 1.889 -1.060 -3.012
H 0.884 -1.970 -4.975
H -1.548 -1.207 -5.572
H -2.567 0.629 -4.386
H -1.444 1.478 -2.270
F 2.062 1.081 5.610
C 1.157 0.701 4.625
C -0.039 0.071 4.913
C -0.885 -0.383 3.910
C -0.562 -0.129 2.588
C 0.682 0.363 2.279
C 1.501 0.811 3.286
H -0.303 0.012 5.958
H -1.768 -0.935 4.198
H -1.190 -0.548 1.815
H 0.875 0.582 1.239
H 2.456 1.249 3.034
*
```

**SMILES**: Fc1ccccc1.Fc1ccccc1
**HOMO-LUMO gap**: 10.3 eV
**Energy above the lowest of the compared OMol25 structures with the same formula, charge and spin**: 17.0 kcal/mol
**HOMO energy**: -9.39 eV
**F_max**: 3.8 eV Å⁻¹
**DFT total energy**: -662.96743 Ha



Entry 11:
The following is a quantum chemistry calculation of C12H10F3FeNO5 as an isolated structure, from the Open Molecules 2025 dataset.

```
! RIJCOSX wB97M-V def2-TZVPD def2/J DEFGRID3
* xyz 0 5
C 0.398 -3.326 -1.755
O -0.689 -2.441 -1.388
C -0.542 -1.074 -1.136
C -0.696 -0.589 0.185
C -0.533 0.798 0.443
C 0.007 1.602 -0.593
C -0.437 1.241 -1.884
C -0.640 -0.128 -2.182
Fe -2.266 0.342 -0.845
C -3.152 0.825 0.584
O -3.668 1.181 1.565
C -3.297 -1.068 -0.983
O -4.140 -1.863 -1.033
C -3.332 1.303 -1.896
O -4.216 1.858 -2.417
H -0.109 -4.286 -1.878
H 0.882 -3.032 -2.703
H 1.130 -3.394 -0.934
H -0.860 -1.321 0.979
H -0.566 1.152 1.481
H 1.694 0.375 0.799
H 0.484 2.560 -0.373
H -0.435 1.933 -2.739
H -0.758 -0.506 -3.206
H 2.925 -0.544 1.577
N 2.445 0.345 1.481
C 2.368 1.144 2.576
C 3.801 1.255 3.199
F 4.279 0.024 3.595
F 4.643 1.755 2.238
F 3.865 2.072 4.266
O 1.415 1.808 2.976
*
```

**HOMO-LUMO gap (alpha / beta)**: 5.6 / 7.4 eV
**Energy above the lowest of the compared OMol25 structures with the same formula, charge and spin**: 0.0 kcal/mol
**⟨S²⟩**: 6.084
**HOMO energy (alpha / beta)**: -5.12 / -9.63 eV
**F_max**: 7.4 eV Å⁻¹
**DFT total energy**: -2457.33882 Ha



Entry 12:
The following is a quantum chemistry calculation of C12H10F3N2ReS4Sb as an isolated structure, from the Open Molecules 2025 dataset.

```
! RIJCOSX wB97M-V def2-TZVPD def2/J DEFGRID3
* xyz 1 3
Re 0.065 -0.271 0.218
S 0.694 3.876 0.867
Sb 2.162 2.313 0.306
S 1.509 0.278 1.798
S 0.840 0.860 -1.476
S -2.154 -0.169 0.903
C -2.234 1.474 1.535
N -2.726 2.491 0.867
C -2.769 3.712 1.687
C -2.087 3.253 2.996
N -1.897 1.814 2.759
H -3.040 2.425 -0.086
H -3.802 4.018 1.839
H -2.217 4.511 1.197
H -2.712 3.413 3.872
H -1.119 3.730 3.137
H -1.448 1.181 3.401
F 0.619 -9.404 -1.968
C 1.185 -8.998 -0.818
F 0.574 -9.662 0.179
F 2.468 -9.381 -0.837
C 1.038 -7.507 -0.642
C -0.246 -6.973 -0.601
C -0.417 -5.613 -0.443
C 0.703 -4.782 -0.326
C 1.988 -5.327 -0.368
C 2.152 -6.692 -0.527
C 0.533 -3.378 -0.160
C 0.386 -2.167 -0.043
H -1.105 -7.624 -0.696
H -1.409 -5.184 -0.415
H 2.848 -4.678 -0.279
H 3.143 -7.121 -0.563
*
```

**HOMO-LUMO gap (alpha / beta)**: 6.2 / 6.3 eV
**Energy above the lowest of the compared OMol25 structures with the same formula, charge and spin**: 0.0 kcal/mol
**⟨S²⟩**: 2.042
**HOMO energy (alpha / beta)**: -11.13 / -11.72 eV
**F_max**: 1.3 eV Å⁻¹
**DFT total energy**: -2783.47373 Ha